# 1
{"formula": "C30H38F16O17", "method": "the ωB97M-V functional and the def2-TZVPD basis", "energy_ev": -110010.5777, "homo_lumo_gap_ev": 10.90, "species": ["C", "C", "C", "O", "C", "O", "O", "H", "H", "H", "H", "H", "H", "C", "C", "C", "O", "C", "O", "O", "H", "H", "H", "H", "H", "H", "C", "C", "C", "O", "C", "O", "O", "H", "H", "H", "H", "H", "H", "C", "C", "C", "O", "C", "O", "O", "H", "H", "H", "H", "H", "H", "C", "C", "C", "O", "C", "O", "O", "H", "H", "H", "H", "H", "H", "C", "C", "C", "F", "F", "F", "F", "O", "C", "C", "F", "F", "F", "F", "H", "H", "H", "H", "C", "C", "C", "F", "F", "F", "F", "O", "C", "C", "F", "F", "F", "F", "H", "H", "H", "H"], "xyz": [[4.63499, 5.56530, -11.43347], [3.92256, 6.48518, -10.45324], [3.53680, 5.88875, -9.05915], [4.02298, 6.80604, -8.11308], [4.86323, 7.60843, -8.70433], [5.57341, 8.38670, -8.11568], [4.93905, 7.35142, -10.01952], [5.14570, 6.20995, -12.14881], [3.98521, 4.89447, -11.99549], [5.43768, 5.02368, -10.93302], [3.16562, 7.13442, -10.89328], [3.85894, 4.85066, -8.97726], [2.45183, 5.87113, -8.95607], [2.25305, -8.26659, 8.87276], [3.26454, -8.12340, 7.73005], [3.36916, -9.44769, 6.93903], [3.44873, -8.92507, 5.65173], [3.11117, -7.63668, 5.61018], [3.09307, -7.02152, 4.61105], [2.84331, -7.19589, 6.80258], [1.20947, -8.25083, 8.55844], [2.42870, -7.40037, 9.51064], [2.32184, -9.19570, 9.43856], [4.25888, -7.95001, 8.14155], [2.41349, -9.96585, 7.01844], [4.30094, -9.96291, 7.17233], [-4.42298, -10.55651, 5.13816], [-3.93103, -9.91633, 3.80828], [-5.00730, -9.34390, 2.94770], [-4.84255, -7.97687, 2.97839], [-3.75988, -7.62835, 3.57568], [-3.17790, -6.59022, 3.60367], [-3.25975, -8.77978, 4.20580], [-3.65718, -10.87142, 5.84703], [-5.03953, -11.39833, 4.82301], [-5.10260, -9.88001, 5.65639], [-3.26968, -10.47423, 3.14536], [-6.00369, -9.52649, 3.35015], [-5.09088, -9.83830, 1.97988], [-0.12065, -4.24728, -8.92044], [-1.45728, -3.65547, -9.49086], [-1.93002, -2.65392, -8.53782], [-1.73642, -1.41817, -9.23717], [-1.25309, -1.67306, -10.46369], [-0.92843, -0.82667, -11.28037], [-1.12355, -2.97429, -10.66080], [0.33482, -4.95014, -9.61805], [-0.33579, -4.74741, -7.97615], [0.64160, -3.49148, -8.73109], [-2.09574, -4.52656, -9.63811], [-1.39417, -2.61088, -7.58961], [-2.98621, -2.73497, -8.28095], [-1.47996, 1.54435, -1.26289], [-0.06779, 0.97440, -1.49003], [-0.05310, -0.56312, -1.56243], [0.83633, -0.88535, -2.62414], [1.06258, 0.27801, -3.24731], [1.63970, 0.34433, -4.31170], [0.34474, 1.25040, -2.80607], [-1.76040, 1.31800, -0.23419], [-2.26247, 1.45823, -2.01679], [-1.33496, 2.62292, -1.32423], [0.66962, 1.37610, -0.79507], [-1.07909, -0.90416, -1.70071], [0.25513, -1.02011, -0.62208], [-5.32236, -1.19844, 7.58304], [-4.01993, -0.40496, 7.34730], [-2.88457, -1.38407, 7.74656], [-1.68863, -0.86559, 7.53839], [-2.93338, -1.68133, 9.05772], [-3.86772, 0.04059, 6.10938], [-3.95108, 0.70448, 8.02451], [-6.51212, -0.63666, 7.09173], [-7.02982, -0.91194, 5.78894], [-8.22868, -0.04681, 5.68574], [-8.88456, -0.08536, 4.48305], [-9.25015, -0.27907, 6.58959], [-6.08315, -0.61064, 4.89363], [-7.32245, -2.20977, 5.69823], [-5.49112, -1.33603, 8.65107], [-5.08790, -2.19308, 7.20380], [-2.81178, -2.36059, 7.26781], [-7.90552, 0.97986, 5.85783], [4.52458, 10.33129, -0.81457], [3.31816, 9.52481, -0.26729], [3.52893, 8.82536, 1.16442], [2.35857, 8.33174, 1.64775], [4.45079, 7.89266, 1.30399], [2.36570, 10.48712, -0.29571], [2.93390, 8.64719, -1.20960], [5.22779, 11.14066, 0.04940], [4.85544, 12.52996, -0.04356], [5.81519, 13.22111, 0.98687], [7.10541, 12.99935, 0.89083], [5.60138, 14.53110, 1.12581], [5.06938, 13.05376, -1.24427], [3.59976, 12.79251, 0.26428], [4.25104, 10.85067, -1.73301], [5.25403, 9.62550, -1.21189], [3.75515, 9.60606, 1.89067], [5.58455, 12.85221, 1.98628]]}

***

# 2
{"formula": "C8H19NO", "method": "the ωB97M-V functional and the def2-TZVPD basis", "multiplicity": 2, "charge": 1, "energy_ev": -12130.8482, "homo_lumo_gap_ev": [9.98, 5.34], "de_lowest_kcal_mol": 41.6, "species": ["C", "C", "C", "H", "H", "H", "H", "H", "H", "H", "H", "C", "C", "C", "C", "C", "O", "N", "H", "H", "H", "H", "H", "H", "H", "H", "H", "H", "H"], "xyz": [[-1.84120, -0.61798, 3.14561], [-1.34336, 0.78377, 3.12289], [-2.76392, -1.03132, 1.99120], [-2.28408, -1.01835, 4.09252], [-0.86142, -1.24098, 3.17592], [-0.98944, 0.97535, 4.13439], [-0.47277, 0.81552, 2.46233], [-3.36858, -1.85113, 2.26429], [-2.13069, 1.52038, 2.77238], [-2.15119, -1.47437, 1.22846], [-3.28370, -0.12549, 1.61383], [-0.42720, 0.41280, -0.74913], [-1.82525, 0.59674, -1.49936], [0.74607, -0.19877, -2.92141], [3.25909, -0.52482, -1.34233], [2.08845, 0.08338, -0.72330], [1.97897, 0.47661, 0.39844], [0.91870, 0.23684, -1.55479], [-0.38369, 1.26025, -0.11242], [-0.43172, -0.69011, -0.42492], [-2.02713, 1.33431, -2.25290], [-2.35629, 1.27649, -0.79240], [0.43616, -1.18768, -3.05958], [3.71071, 0.26825, -2.02404], [-2.33279, -0.28926, -1.64522], [-0.09967, 0.47967, -3.23566], [1.65553, 0.01049, -3.33740], [4.12395, -0.87231, -0.87563], [3.03699, -1.39596, -1.90759]]}

***

# 3
{"formula": "C5H7NO", "method": "the ωB97M-V functional and the def2-TZVPD basis", "energy_ev": -8831.1075, "homo_lumo_gap_ev": 9.56, "de_lowest_kcal_mol": 117.5, "species": ["C", "C", "N", "C", "C", "C", "O", "H", "H", "H", "H", "H", "H", "H"], "xyz": [[-1.86421, 0.24450, -0.18855], [-0.33801, -0.47504, 0.29397], [0.59781, -1.36295, 1.07843], [0.78904, 0.10158, 1.06939], [1.40979, 0.64728, -0.22909], [0.21014, -0.13116, -0.99445], [-0.08140, -0.57207, -2.07789], [-1.93544, 1.04954, -0.99500], [-2.19841, 0.70041, 0.72174], [-2.50577, -0.54485, -0.57264], [1.27321, -1.88405, 0.48722], [0.75526, 0.59398, 2.04818], [2.25605, 0.06209, -0.56709], [1.69155, 1.71406, -0.19635]]}

***

# 4
{"formula": "C50H37FO18S", "method": "the ωB97M-V functional and the def2-TZVPD basis", "energy_ev": -102845.5981, "homo_lumo_gap_ev": 7.86, "species": ["C", "C", "C", "C", "C", "C", "C", "O", "F", "C", "O", "S", "O", "O", "H", "H", "H", "H", "H", "H", "H", "H", "H", "C", "C", "C", "O", "C", "C", "C", "O", "H", "H", "H", "H", "C", "C", "C", "O", "C", "C", "C", "O", "H", "H", "H", "H", "C", "C", "C", "O", "C", "C", "C", "O", "H", "H", "H", "H", "C", "C", "C", "O", "C", "C", "C", "O", "H", "H", "H", "H", "C", "C", "C", "O", "C", "C", "C", "O", "H", "H", "H", "H", "C", "C", "C", "O", "C", "C", "C", "O", "H", "H", "H", "H", "C", "C", "C", "O", "C", "C", "C", "O", "H", "H", "H", "H"], "xyz": [[0.65212, 4.25259, -2.68700], [-0.07868, 3.39586, -3.08782], [-1.04297, 2.34504, -3.34943], [-2.22188, 2.50889, -2.35042], [-3.56856, 2.62084, -3.02254], [-3.88385, 4.04312, -3.55211], [-4.53117, 4.86163, -2.48961], [-4.13798, 5.04841, -1.38643], [-5.69209, 5.41910, -2.89875], [-3.73440, 1.55812, -4.07331], [-2.96958, 1.79838, -5.27904], [-1.46646, 2.31215, -5.10587], [-1.41776, 3.63559, -5.65007], [-0.57509, 1.38700, -5.73658], [1.10926, 5.16049, -2.37820], [-0.55337, 1.39896, -3.13525], [-2.06584, 3.37183, -1.71098], [-2.19637, 1.64646, -1.69419], [-4.31826, 2.40046, -2.25985], [-4.50152, 3.96181, -4.44120], [-2.94977, 4.52029, -3.84699], [-3.52796, 0.57406, -3.65212], [-4.77328, 1.55001, -4.39496], [-0.13388, -1.91683, 0.76891], [-1.05061, -1.36067, -0.01663], [-0.72617, -0.97783, -1.40393], [-1.55281, -0.44217, -2.11803], [0.64610, -1.24095, -1.90176], [1.56213, -1.80382, -1.12025], [1.24268, -2.17987, 0.28045], [2.08279, -2.68194, 0.99750], [-0.34066, -2.19313, 1.79391], [-2.05753, -1.15110, 0.32250], [0.85270, -0.94925, -2.92466], [2.57132, -2.00730, -1.45516], [3.94694, -5.28434, 1.51766], [4.12249, -5.86886, 2.69962], [4.17047, -7.34666, 2.83029], [4.32868, -7.88049, 3.90667], [4.01562, -8.14940, 1.58921], [3.83926, -7.56644, 0.40700], [3.79195, -6.08724, 0.27800], [3.63283, -5.55611, -0.80028], [3.90410, -4.21028, 1.39710], [4.23658, -5.30485, 3.61654], [4.05431, -9.22467, 1.70849], [3.72308, -8.13081, -0.50950], [-3.19285, -4.01775, -1.05749], [-2.88080, -5.15300, -1.67591], [-2.82003, -6.43760, -0.93094], [-2.53671, -7.47634, -1.48517], [-3.11521, -6.40121, 0.52738], [-3.42319, -5.26305, 1.14317], [-3.48984, -3.98308, 0.39591], [-3.77051, -2.93817, 0.94666], [-3.24391, -3.07053, -1.58136], [-2.66345, -5.19096, -2.73641], [-3.06246, -7.34856, 1.04870], [-3.64019, -5.21248, 2.20265], [1.16500, 2.57892, 3.95052], [0.35586, 1.52496, 3.87321], [0.89462, 0.14892, 3.73612], [0.15960, -0.81091, 3.64010], [2.37099, -0.01300, 3.69340], [3.18096, 1.03960, 3.77289], [2.64009, 2.41620, 3.90541], [3.37683, 3.37872, 3.96980], [0.79994, 3.59439, 4.04732], [-0.72262, 1.61661, 3.89830], [2.73685, -1.02687, 3.58774], [4.25956, 0.94902, 3.74004], [2.03612, 4.74858, 2.08352], [1.16584, 4.00116, 1.40939], [1.54889, 2.67355, 0.86805], [0.75856, 1.99324, 0.25071], [2.93935, 2.21115, 1.10765], [3.81014, 2.95681, 1.78158], [3.42748, 4.28586, 2.32528], [4.21864, 4.96499, 2.93952], [1.77941, 5.71956, 2.48737], [0.14745, 4.32005, 1.22465], [3.19525, 1.23909, 0.70367], [4.82811, 2.63954, 1.96811], [-3.19950, -1.15775, -7.19230], [-3.11045, -1.79515, -6.02821], [-3.07240, -3.27541, -5.95797], [-2.99270, -3.85733, -4.89464], [-3.13486, -4.02544, -7.23710], [-3.22554, -3.39195, -8.40333], [-3.26471, -1.90720, -8.47383], [-3.34572, -1.33256, -9.53623], [-3.22675, -0.07757, -7.25799], [-3.05935, -1.27110, -5.08203], [-3.10380, -5.10482, -7.16020], [-3.27397, -3.91642, -9.34898], [3.28570, 5.39499, 6.30738], [4.07983, 5.37495, 7.37497], [3.53081, 5.47020, 8.75065], [4.25363, 5.45380, 9.72262], [2.05596, 5.58790, 8.89284], [1.26025, 5.60761, 7.82784], [1.81228, 5.51165, 6.45241], [1.07852, 5.52585, 5.48495], [3.66578, 5.32528, 5.29782], [5.15602, 5.28931, 7.29574], [1.67734, 5.65564, 9.90478], [0.18379, 5.69266, 7.90662]]}

***

# 5
{"formula": "C7H8N2O", "method": "the ωB97M-V functional and the def2-TZVPD basis", "energy_ev": -12413.2126, "homo_lumo_gap_ev": 9.73, "de_lowest_kcal_mol": 73.5, "species": ["C", "C", "C", "C", "C", "C", "C", "H", "H", "H", "H", "H", "H", "H", "H", "N", "N", "O"], "xyz": [[2.31516, 0.95121, 0.60428], [2.34269, -0.38804, -0.03974], [-0.18983, -0.59784, -0.17880], [-0.56025, 0.64620, -0.39587], [-1.85309, 0.98774, -0.30632], [-2.76934, 0.03173, 0.02601], [-2.26425, -1.32055, 0.26274], [1.47571, 0.98882, 0.97294], [2.20460, 1.84762, -0.35826], [3.29947, 1.25260, 1.01439], [1.14652, -1.95167, -0.45157], [0.28145, 0.97476, -0.72123], [-2.10685, 1.92049, -0.73600], [-3.96329, 0.35870, 0.13503], [-2.92913, -2.05049, 0.65337], [1.17271, -1.05948, -0.31523], [-1.02585, -1.61399, 0.12960], [3.42357, -0.97779, -0.29532]]}

***

# 6
{"formula": "H5N4O", "method": "the ωB97M-V functional and the def2-TZVPD basis", "charge": -1, "energy_ev": -8084.2285, "homo_lumo_gap_ev": [6.53, 7.23], "de_lowest_kcal_mol": 53.7, "species": ["N", "N", "N", "N", "O", "H", "H", "H", "H", "H"], "xyz": [[-0.64729, 1.28243, 0.89953], [0.73071, -1.69555, -0.62016], [0.53566, 1.18907, 0.27895], [0.61126, -1.18325, 0.64474], [-0.60359, -1.17463, 1.13069], [-0.44422, 1.45187, 1.88128], [-1.00120, 0.27493, 1.07145], [1.44144, -1.04909, -0.97078], [-0.10163, -1.89535, -1.25310], [0.49425, 1.00090, -0.70947]]}

***

# 7
{"formula": "C23H30MoN3O5S2Si", "method": "the ωB97M-V functional and the def2-TZVPD basis", "charge": 3, "energy_ev": -70423.8857, "homo_lumo_gap_ev": 6.66, "de_lowest_kcal_mol": 30.8, "species": ["Mo", "N", "C", "C", "C", "O", "O", "H", "H", "H", "H", "H", "H", "N", "C", "C", "N", "H", "H", "H", "H", "H", "H", "H", "H", "H", "C", "C", "C", "C", "C", "C", "Si", "C", "C", "C", "C", "C", "C", "C", "C", "C", "C", "C", "C", "H", "H", "H", "H", "H", "H", "H", "H", "H", "H", "H", "H", "H", "H", "H", "O", "S", "O", "O", "S"], "xyz": [[1.31959, 0.81038, 0.76816], [3.40201, 1.65030, 0.39256], [3.33791, 3.14479, 0.28712], [2.67826, 3.61235, -1.00170], [1.21856, 3.31247, -1.13805], [0.34989, 3.80649, -1.73875], [0.87504, 2.09027, -0.36817], [3.97215, 1.44621, 1.21413], [3.91267, 1.28108, -0.40792], [4.34899, 3.54891, 0.32268], [2.80574, 3.51438, 1.16290], [3.16188, 3.17059, -1.88099], [2.79013, 4.69277, -1.10688], [-6.02545, 2.54074, -0.39464], [-4.70016, 3.09995, -0.87273], [-3.48029, 2.44008, -0.18279], [-2.45174, 1.91659, -1.07073], [-6.80917, 3.00252, -0.86531], [-6.15329, 2.68483, 0.61025], [-6.10831, 1.53842, -0.57557], [-4.75598, 4.16859, -0.67555], [-4.67570, 2.95267, -1.95084], [-3.81153, 1.64200, 0.48954], [-3.01234, 3.19366, 0.45031], [-2.03156, 2.66399, -1.61184], [-2.82955, 1.22755, -1.71128], [-3.42799, -3.33061, -1.58364], [-2.26077, -3.33544, -2.33461], [-1.13046, -2.69340, -1.85323], [-1.16719, -2.04864, -0.61022], [-2.34970, -2.04825, 0.14265], [-3.47367, -2.68991, -0.35039], [0.36687, -1.40229, 0.12697], [1.11114, -2.24624, 1.57100], [0.66217, -3.41905, 2.17408], [1.20392, -3.81595, 3.39290], [2.17428, -3.05168, 4.02562], [2.63466, -1.86523, 3.45420], [2.08115, -1.49931, 2.24717], [1.90414, -0.69207, -0.84528], [1.36986, -0.35639, -2.12374], [1.93855, -0.85135, -3.28311], [3.03304, -1.70474, -3.20622], [3.55919, -2.07641, -1.97122], [3.00389, -1.59158, -0.80360], [-4.30498, -3.84446, -1.95482], [-2.22666, -3.85028, -3.28496], [-0.22081, -2.71046, -2.44185], [-2.38964, -1.58488, 1.12142], [-4.37949, -2.72071, 0.24054], [-0.09596, -4.02801, 1.69723], [0.86176, -4.73117, 3.85680], [2.58236, -3.37800, 4.97281], [3.39510, -1.27005, 3.93936], [2.53252, -0.60057, 1.75918], [0.49747, 0.28408, -2.19538], [1.52045, -0.58447, -4.24459], [3.46869, -2.10202, -4.11421], [4.40189, -2.75300, -1.92264], [3.41699, -1.91127, 0.14266], [0.03938, 2.88543, 3.72208], [0.49398, 1.56884, 3.47692], [0.76564, 0.63257, 4.50072], [1.74362, 1.64851, 2.46145], [-0.66312, 0.61588, 1.95402]]}